Entry 1:
Formula: C2H3NO2S2
Source: the OMol25 dataset
Level of theory: ωB97M-V/def2-TZVPD

- HOMO energy: -8.9 eV
- DFT total energy: -1079.511872 Ha
- LUMO: -1.485 eV
- HOMO-LUMO gap: 0.2716 Ha

```
10
C2H3NO2S2 | the OMol25 dataset | ωB97M-V/def2-TZVPD
C 0.123 0.543 -0.109
C -1.249 0.191 -0.172
H 2.293 1.105 0.984
H 0.607 -1.470 -0.332
H -2.398 -1.257 0.257
N 1.045 -0.524 -0.459
O -1.483 -1.215 0.341
O -2.259 0.950 -0.422
S 2.582 -0.292 -0.134
S 0.740 1.968 0.046
```

Mulliken analysis output, partial charges in e:
1. C 0.4353
2. C 0.4802
3. H 0.1597
4. H 0.3230
5. H 0.3167
6. N -0.1864
7. O -0.4805
8. O -0.5053
9. S -0.1773
10. S -0.3654

Entry 2:
Formula: C2H3NO2S2
Source: the OMol25 dataset
Level of theory: ωB97M-V/def2-TZVPD

- HOMO energy: -10.1 eV
- DFT total energy: -1079.532234 Ha
- LUMO: -0.529 eV
- Structure (SMILES): O=S1(=O)CC=NS1
- HOMO-LUMO gap: 0.3529 Ha

```
10
C2H3NO2S2 | the OMol25 dataset | ωB97M-V/def2-TZVPD
O -1.146 0.890 1.407
S -1.047 0.694 0.006
O -1.628 1.670 -0.831
C 0.696 0.305 -0.375
C 0.863 -0.959 0.371
N -0.090 -1.763 0.434
S -1.702 -1.172 -0.525
H 1.239 1.121 0.070
H 0.920 0.438 -1.498
H 1.894 -1.223 0.941
```

Mulliken analysis output, partial charges in e:
1. O -0.5261
2. S 0.9380
3. O -0.5711
4. C -0.5804
5. C 0.3220
6. N -0.4716
7. S -0.0168
8. H 0.3228
9. H 0.2926
10. H 0.2907

Entry 3:
Formula: C2H3NO3
Source: the OMol25 dataset
Level of theory: ωB97M-V/def2-TZVPD

- Net charge: -2
- HOMO energy (alpha / beta): 1.8 / 1.3 eV
- DFT total energy: -358.266270 Ha
- LUMO (alpha / beta): 7.409 / 7.412 eV
- HOMO-LUMO gap (alpha / beta): 0.2051 / 0.2246 Ha

```
9
C2H3NO3 | the OMol25 dataset | ωB97M-V/def2-TZVPD
C 1.700 0.048 -0.088
C 0.328 0.496 0.284
N -1.960 -0.697 0.157
O 2.226 0.791 -1.047
O -2.829 -0.127 -0.671
O 2.266 -0.793 0.649
H 0.087 1.470 -0.346
H -0.031 0.460 1.421
H -1.788 -1.648 -0.358
```

Mulliken analysis output, partial charges in e:
1. C 0.5969
2. C -0.5346
3. N -0.3270
4. O -0.7834
5. O -0.6088
6. O -0.7296
7. H 0.1782
8. H 0.1526
9. H 0.0557

Entry 4:
Formula: C2H3NO3
Source: the OMol25 dataset
Level of theory: ωB97M-V/def2-TZVPD

- Net charge: -2
- HOMO energy (alpha / beta): 1.9 / 1.9 eV
- DFT total energy: -358.272469 Ha
- LUMO (alpha / beta): 7.595 / 7.589 eV
- HOMO-LUMO gap (alpha / beta): 0.2087 / 0.2083 Ha

```
9
C2H3NO3 | the OMol25 dataset | ωB97M-V/def2-TZVPD
C 1.517 0.041 -0.020
C 0.145 -0.338 -0.456
N -1.628 0.873 0.338
O 1.956 -0.574 1.015
O -2.753 0.260 0.117
O 2.253 0.709 -0.804
H 0.008 -1.233 -0.054
H 0.007 -0.394 -1.488
H -1.504 0.654 1.351
```

Mulliken analysis output, partial charges in e:
1. C 0.5292
2. C -0.8056
3. N -0.2648
4. O -0.7717
5. O -0.6297
6. O -0.7576
7. H 0.2874
8. H 0.2826
9. H 0.1302